(1)
The following is a quantum chemistry calculation of one molecule with the formula C23H20N2O6S, from the OMol25 dataset.

Positions of all 52 atoms, in Å:
C1 -2.7771 -3.8833 -2.1427
C2 -2.2567 -4.5375 -1.1228
C3 -1.7601 -3.9128 0.1445
O1 -1.8842 -2.4983 0.1283
C4 -2.5488 -1.9157 1.1464
O2 -3.0249 -2.5329 2.0723
C5 -2.5895 -0.4645 0.9802
C6 -3.1328 0.3721 1.9005
C7 -3.8288 -0.0549 3.1441
N1 -3.0201 1.7329 1.7517
C8 -2.6477 2.2402 0.6389
S1 -2.4902 3.9745 0.6304
C9 -2.0154 4.2373 -1.1125
C10 -2.8660 3.3487 -1.9984
C11 -2.4815 1.8982 -1.7990
O3 -2.2810 1.1357 -2.7149
N2 -2.3680 1.4940 -0.4906
C12 -1.9403 0.1017 -0.2585
C13 -0.4298 0.0406 -0.1833
C14 0.2416 0.6148 0.8882
C15 1.6229 0.5886 0.9547
C16 2.3389 -0.0207 -0.0653
O4 3.7213 -0.1279 -0.0519
C17 4.4905 0.9060 0.3336
O5 4.0874 1.9994 0.6441
C18 5.9067 0.5399 0.3048
C19 7.0077 1.3092 0.6025
C20 8.1261 0.4756 0.4146
C21 7.6267 -0.7331 0.0186
O6 6.2963 -0.7041 -0.0501
C22 1.6776 -0.6090 -1.1365
C23 0.2986 -0.5732 -1.1937
H1 -2.8828 -2.8120 -2.1311
H2 -3.1195 -4.3922 -3.0267
H3 -2.1517 -5.6138 -1.1398
H4 -2.3179 -4.3074 1.0050
H5 -0.6973 -4.1507 0.2835
H6 -4.6981 -0.6617 2.9000
H7 -3.1714 -0.6776 3.7471
H8 -4.1310 0.8249 3.7041
H9 -2.1887 5.2934 -1.3114
H10 -0.9524 4.0178 -1.2232
H11 -2.7141 3.5883 -3.0522
H12 -3.9252 3.4831 -1.7621
H13 -2.2691 -0.4642 -1.1375
H14 -0.3145 1.0858 1.6858
H15 2.1359 1.0402 1.7883
H16 6.9926 2.3334 0.9125
H17 9.1557 0.7333 0.5530
H18 8.1127 -1.6559 -0.2326
H19 2.2558 -1.0851 -1.9127
H20 -0.2183 -1.0208 -2.0280

Forces on the atoms, in the same order (eV/Å):
-0.05 0.02 -0.09
0.13 0.21 0.27
-0.03 -0.42 0.28
0.02 0.02 -0.30
-0.30 -0.10 0.44
0.05 0.01 -0.10
-0.25 0.54 -0.03
0.25 -0.86 -0.44
-0.06 -0.07 0.11
0.19 0.78 0.12
-0.27 0.17 -0.07
0.07 0.28 -0.29
-0.07 -0.13 0.50
0.09 0.00 -0.24
-0.23 0.59 -0.49
0.04 -0.02 -0.05
-0.04 -0.67 0.57
0.23 -0.39 -0.08
0.04 0.01 -0.22
0.02 -0.12 -0.14
0.22 -0.03 0.06
-0.52 0.12 -0.10
-0.04 -0.36 -0.04
-0.10 0.44 0.02
0.23 -0.34 -0.08
0.62 0.86 0.32
-0.90 -0.36 -0.16
-0.06 -0.55 -0.17
0.77 0.43 0.18
-0.46 -0.29 -0.12
0.39 0.09 0.17
-0.05 0.13 0.17
0.00 0.22 0.05
-0.05 -0.16 -0.14
-0.01 -0.14 -0.08
0.20 0.05 -0.19
-0.15 0.05 0.02
-0.04 -0.07 0.06
-0.04 -0.05 0.08
-0.01 0.03 0.01
0.02 -0.03 0.01
-0.03 0.07 -0.08
-0.01 -0.13 0.07
0.03 0.00 -0.01
0.10 0.17 0.24
-0.06 0.04 0.12
0.03 0.02 0.02
-0.08 0.22 0.06
0.23 -0.02 0.01
-0.05 -0.16 -0.05
0.08 -0.05 -0.09
-0.08 -0.06 -0.10

Total charge = 0
HOMO level = -8.430 eV
Molar mass = 452.49 g/mol
Kohn-Sham gap = 8.34 eV
E_tot = -1847.59583 Ha
SMILES = C=CCOC(=O)C1=C(C)N=C2SCCC(=O)N2[C@H]1c1ccc(OC(=O)c2ccco2)cc1
LUMO level = -0.094 eV

Here is what Löwdin gives for the atomic charges, in e: 0.021, -0.139, -0.166, -0.015, -0.419, 0.104, -0.028, -0.246, -0.016, 0.088, -0.604, 1.019, -0.431, -0.149, -0.426, 0.109, 0.070, -0.153, -0.159, 0.007, 0.016, -0.218, 0.095, -0.407, 0.133, -0.178, 0.018, -0.045, -0.099, 0.076, 0.019, -0.007, 0.052, 0.054, 0.101, 0.125, 0.137, 0.091, 0.088, 0.079, 0.079, 0.090, 0.127, 0.127, 0.142, 0.121, 0.121, 0.121, 0.103, 0.126, 0.122, 0.122

=====

(2)
The following is a quantum chemistry calculation of C17H19N7OPtS5 as an isolated structure, from the OMol25 dataset.

Positions of all 50 atoms, in Å:
Pt1 1.0338 -1.5804 0.0213
O1 2.2034 -6.6347 -4.3430
C1 1.9688 -5.7857 -3.5621
S1 3.2446 -4.6633 -2.9144
C2 2.2072 -3.7855 -1.8962
C3 0.8459 -4.1444 -1.8685
S2 -0.3251 -3.3676 -0.9268
S3 0.3475 -5.4539 -2.8758
S4 2.9167 -2.5156 -0.9506
C4 1.7939 1.3904 -1.7538
C5 0.3909 1.1314 -1.3389
N1 -0.0550 0.0635 -0.6696
C6 -1.4216 0.2146 -0.4935
C7 -1.7938 1.3834 -1.0552
N2 -0.6463 1.9414 -1.5831
C8 -0.6327 3.2396 -2.2921
N3 -1.2044 4.2585 -1.4929
N4 -2.5625 4.4409 -1.5423
N5 -2.9026 5.2804 -0.6568
C9 -1.7742 5.6846 0.0366
C10 -1.6354 6.5959 1.0856
C11 -0.3663 6.7928 1.5771
C12 0.7450 6.1100 1.0419
C13 0.6220 5.2125 0.0029
C14 -0.6700 5.0182 -0.4868
H1 2.4350 0.5771 -1.4205
H2 2.1674 2.3168 -1.3165
H3 1.8773 1.4648 -2.8384
H4 -2.0197 -0.5210 0.0138
H5 -2.7467 1.8804 -1.1306
H6 -1.2321 3.1387 -3.1946
H7 0.3940 3.4818 -2.5547
H8 -2.4939 7.1215 1.4796
H9 -0.2072 7.4920 2.3860
H10 1.7251 6.3074 1.4549
H11 1.4880 4.7143 -0.4140
C15 -2.2569 -4.2424 3.2489
N6 -1.3182 -3.1784 2.9015
C16 -0.0747 -3.3830 2.5034
S5 0.9477 -1.9583 2.2918
N7 0.3832 -4.6055 2.3353
C17 1.7395 -5.0072 1.9628
H12 -3.1859 -3.7867 3.5750
H13 -1.8651 -4.8509 4.0659
H14 -2.4675 -4.8685 2.3804
H15 -1.5901 -2.2208 3.0603
H16 -0.2552 -5.3633 2.5392
H17 2.3223 -4.1356 1.6856
H18 1.6859 -5.6930 1.1191
H19 2.2180 -5.5070 2.8028

Forces on the atoms, in the same order (eV/Å):
-0.01 0.08 0.00
-0.01 0.01 0.00
0.05 -0.02 0.00
-0.03 -0.01 -0.01
0.00 0.01 0.01
0.01 -0.02 -0.03
-0.02 0.03 0.03
0.00 0.02 0.01
-0.03 -0.03 -0.01
-0.01 -0.01 0.01
0.01 0.05 0.06
-0.02 -0.09 0.00
0.00 0.00 -0.05
-0.01 -0.03 -0.02
0.00 0.02 -0.02
-0.02 -0.01 0.01
-0.01 0.03 -0.04
0.01 0.00 0.05
0.00 -0.03 -0.01
0.01 0.00 -0.01
-0.01 0.01 0.00
0.00 0.00 0.00
-0.01 -0.01 -0.01
0.02 0.01 0.01
-0.01 -0.01 0.00
0.02 0.00 -0.01
0.00 0.00 0.01
0.00 -0.01 0.00
0.00 0.00 0.00
0.00 0.00 0.00
0.02 0.01 -0.01
0.01 -0.02 0.01
0.00 0.00 0.00
0.00 0.00 0.00
0.00 0.00 0.00
0.00 0.00 0.00
-0.01 -0.01 0.00
0.02 0.02 0.00
0.00 -0.02 -0.03
0.02 -0.01 0.00
0.01 0.00 0.02
0.00 0.00 0.00
0.00 0.00 0.00
0.00 0.00 0.00
0.00 0.00 0.00
0.00 0.01 0.00
-0.01 0.00 0.00
0.00 0.01 0.01
-0.01 0.00 0.00
0.00 0.00 0.00

Total charge = +2
HOMO level (alpha / beta) = -13.225 / -13.225 eV
Molar mass = 692.80 g/mol
Kohn-Sham gap (alpha / beta) = 7.69 / 3.89 eV
Multiplicity = 5
E_tot = -3227.41633 Ha
LUMO level (alpha / beta) = -5.534 / -9.336 eV

Here is what Löwdin gives for the atomic charges, in e: 0.674, 0.076, -0.894, 1.093, -1.097, -1.117, 0.656, 1.061, 0.593, 0.020, -0.315, -0.129, -0.108, -0.002, 0.024, -0.043, -0.072, 0.057, 0.097, -0.215, 0.008, -0.062, -0.063, -0.016, -0.170, 0.050, 0.092, 0.107, 0.108, 0.132, 0.153, 0.140, 0.124, 0.113, 0.112, 0.099, -0.020, -0.013, -0.738, 0.667, 0.009, -0.036, 0.107, 0.109, 0.103, 0.137, 0.145, 0.036, 0.099, 0.109

=====

(3)
The following is a quantum chemistry calculation of an isolated ion of composition C3H9N4 and charge +1, from the OMol25 dataset.

Positions of all 16 atoms, in Å:
H1 -2.7819 1.7501 0.4075
N1 -2.3558 1.2059 -0.4238
N2 -1.7788 0.2233 -0.0353
C1 -0.8540 -0.6046 -0.0536
N3 -0.9375 -1.9317 0.1702
C2 0.8484 -0.0696 0.1696
C3 0.8775 1.4076 0.4269
N4 1.3386 -0.4563 -1.0488
H2 -0.1509 -2.3950 0.5467
H3 -1.7294 -2.6567 0.0349
H4 1.1156 -0.8612 0.9435
H5 1.8871 1.5842 0.8102
H6 0.3735 1.6824 1.3956
H7 0.5715 1.9713 -0.4532
H8 1.4233 0.3060 -1.7207
H9 2.1528 -1.1559 -1.1699

Forces on the atoms, in the same order (eV/Å):
0.55 -1.03 -1.15
-0.92 1.25 0.45
-0.45 1.17 0.33
1.71 -2.42 2.13
-2.33 -1.25 -0.88
-2.18 -1.78 0.04
0.25 -0.55 2.67
3.05 -1.03 -2.08
1.03 -0.16 0.11
1.35 2.48 0.02
-0.14 1.71 -0.44
0.34 0.42 -0.98
-0.42 -0.20 -1.29
0.18 0.20 0.27
0.08 -0.42 0.15
-2.08 1.61 0.65

Total charge = +1
HOMO level = -13.838 eV
Molar mass = 101.13 g/mol
Kohn-Sham gap = 8.86 eV
E_tot = -338.36509 Ha
SMILES = [H]/N=N/C(=[NH2+])[C@H](C)N
LUMO level = -4.978 eV

Here is what Löwdin gives for the atomic charges, in e: 0.150, 0.216, 0.027, -0.214, 0.147, -0.326, -0.053, 0.046, 0.083, 0.183, 0.163, 0.099, 0.110, 0.094, 0.108, 0.165

=====

(4)
The following is a quantum chemistry calculation of C45H53BaCl2F5N4O7P3S as an isolated structure, from the OMol25 dataset.

Positions of all 121 atoms, in Å:
Ba1 0.3672 1.5734 -0.4714
F1 0.3997 6.3836 3.3739
C1 1.0433 5.8065 2.3209
C2 0.7538 4.5077 1.9626
C3 1.4059 3.8771 0.8982
C4 2.3732 4.6358 0.1914
C5 2.6138 5.9515 0.5846
F2 3.5231 6.7460 -0.0571
C6 1.9750 6.5631 1.6449
C7 3.0917 3.9814 -0.9429
C8 4.0265 4.6104 -1.7754
C9 4.6568 3.8981 -2.7797
C10 4.3722 2.5529 -2.9517
C11 3.4371 2.0067 -2.0950
N1 2.8046 2.6810 -1.1404
H1 -0.0111 3.9883 2.5366
H2 2.2016 7.5833 1.9174
H3 4.2520 5.6542 -1.6508
H4 5.3678 4.4006 -3.4245
H5 4.8354 1.9489 -3.7195
H6 3.1694 0.9576 -2.1861
C12 -3.8387 1.4437 0.2386
P1 -2.6228 0.0561 0.2393
C13 -3.1584 -0.6725 1.8523
N2 -3.9467 -1.7138 1.8825
C14 -4.4188 -2.1208 3.0914
C15 -5.2528 -3.2597 3.1695
C16 -5.7756 -3.6381 4.3727
C17 -5.4929 -2.8983 5.5447
C18 -4.6851 -1.7987 5.4922
C19 -4.1243 -1.3956 4.2587
N3 -3.2747 -0.3345 4.2186
C20 -2.7548 -0.0052 3.0663
P2 -1.3989 1.2709 3.0220
C21 -2.1304 2.5152 4.1579
C22 -0.1143 0.4044 4.0829
C23 1.1850 1.1758 3.8312
C24 0.0303 -1.0317 3.5653
C25 -0.4168 0.3908 5.5795
C26 -3.2475 -1.0813 -1.0967
C27 -2.5119 -2.4175 -0.9356
C28 -2.7885 -0.4135 -2.4010
C29 -4.7604 -1.2884 -1.1522
H7 -4.8574 1.1068 0.4312
H8 -3.7952 1.9628 -0.7200
H9 -3.5439 2.1581 1.0093
H10 -5.4595 -3.8039 2.2569
H11 -6.4145 -4.5097 4.4355
H12 -5.9179 -3.2132 6.4890
H13 -4.4431 -1.2216 6.3753
H14 -2.5605 2.0499 5.0433
H15 -2.9036 3.0697 3.6244
H16 -1.3536 3.2249 4.4462
H17 1.4694 1.1521 2.7796
H18 1.9973 0.7227 4.4078
H19 1.1015 2.2231 4.1348
H20 0.0909 -1.0665 2.4751
H21 -0.7982 -1.6613 3.8993
H22 0.9561 -1.4640 3.9570
H23 -0.4301 1.3991 5.9975
H24 0.3782 -0.1640 6.0874
H25 -1.3688 -0.0915 5.7993
H26 -1.4342 -2.2694 -0.8105
H27 -2.6766 -3.0283 -1.8293
H28 -2.8832 -2.9660 -0.0704
H29 -1.7001 -0.3533 -2.4663
H30 -3.1918 0.5948 -2.5208
H31 -3.1409 -1.0079 -3.2495
H32 -5.1398 -1.7218 -0.2298
H33 -4.9960 -1.9685 -1.9772
H34 -5.2836 -0.3497 -1.3460
Cl1 4.1583 0.5986 1.0836
C30 3.6285 -1.0550 1.1754
C31 4.5767 -2.0436 1.4468
C32 4.2278 -3.3644 1.4535
Cl2 5.4508 -4.5714 1.7838
C33 2.8988 -3.7598 1.1776
C34 2.4636 -5.1039 1.1519
C35 1.1553 -5.3845 0.8831
C36 0.2746 -4.3135 0.6370
N4 0.6404 -3.0585 0.6422
C37 1.9343 -2.7545 0.9070
C38 2.2814 -1.3370 0.9086
O1 1.3943 -0.4589 0.6733
H35 5.6012 -1.7527 1.6368
H36 3.1758 -5.8939 1.3486
H37 0.7952 -6.4048 0.8594
H38 -0.7752 -4.5104 0.4289
C39 -1.0423 -3.6248 -4.2907
C40 0.2399 -3.5246 -3.4922
O2 1.0809 -2.5006 -4.0347
P3 1.2342 -1.1306 -3.1320
O3 1.9182 -0.2147 -4.2815
C41 1.0759 0.3061 -5.3229
C42 1.6656 1.6064 -5.8127
O4 2.5407 -1.4238 -2.2357
C43 3.8051 -1.8403 -2.7828
C44 4.8310 -1.7954 -1.6755
H39 -1.6699 -4.4336 -3.9108
H40 -0.8201 -3.8173 -5.3411
H41 -1.6015 -2.6909 -4.2227
H42 0.8036 -4.4587 -3.5375
H43 0.0274 -3.3244 -2.4366
H44 0.0692 0.4725 -4.9316
H45 1.0258 -0.4407 -6.1199
H46 1.6936 2.3396 -5.0073
H47 1.0499 2.0097 -6.6189
H48 2.6771 1.4489 -6.1912
H49 4.0727 -1.1787 -3.6077
H50 3.6934 -2.8532 -3.1767
H51 4.9254 -0.7865 -1.2713
H52 5.8029 -2.1085 -2.0626
H53 4.5509 -2.4622 -0.8591
F3 -1.7349 3.4558 -5.3445
C45 -1.9889 3.8127 -4.0778
F4 -3.0394 3.0878 -3.6534
F5 -2.3487 5.0993 -4.0710
S1 -0.5134 3.5264 -3.0132
O5 -0.9698 3.8530 -1.6750
O6 0.4924 4.3726 -3.5864
O7 -0.2890 2.0880 -3.1660

Forces on the atoms, in the same order (eV/Å):
0.29 -0.02 0.65
-0.02 0.00 0.01
0.01 -0.02 0.01
0.02 -0.02 0.01
-0.20 -0.14 -0.12
-0.04 -0.04 -0.01
0.00 -0.03 0.03
0.02 0.00 0.00
0.02 0.02 -0.02
-0.01 -0.04 0.08
0.03 0.03 -0.06
-0.03 -0.02 0.03
0.01 0.10 0.09
-0.11 -0.22 -0.11
0.16 0.23 -0.22
0.00 0.03 0.00
0.00 0.00 0.00
-0.01 0.01 0.02
0.00 0.00 0.00
0.01 0.01 0.00
0.00 0.04 -0.01
0.06 0.00 -0.02
-0.05 -0.04 -0.08
-0.06 -0.07 -0.01
0.03 0.04 -0.05
-0.01 -0.01 0.06
0.00 0.01 -0.02
0.00 0.00 0.02
0.00 0.00 -0.01
0.00 0.01 0.00
-0.03 -0.05 -0.02
0.05 0.02 -0.03
-0.01 0.05 0.09
-0.03 -0.02 -0.02
0.02 -0.03 -0.03
0.02 -0.01 -0.03
0.06 0.01 0.01
0.00 0.03 -0.01
0.01 0.02 -0.02
-0.03 -0.02 0.05
-0.02 0.03 -0.04
0.00 0.00 -0.01
0.02 0.00 0.00
0.00 0.01 0.00
0.00 0.01 0.00
-0.01 0.01 -0.01
0.00 0.00 0.00
0.00 0.00 0.00
0.00 0.00 0.00
0.00 0.01 -0.01
0.00 0.01 0.01
0.00 0.01 0.00
-0.01 0.00 0.01
0.04 0.00 -0.05
-0.01 0.00 0.01
0.00 0.00 -0.02
-0.01 -0.02 0.01
0.00 0.00 -0.01
0.00 0.00 0.00
0.00 0.00 0.01
0.00 -0.01 0.00
0.00 0.00 0.00
-0.03 0.01 0.02
0.00 0.00 0.00
-0.01 -0.01 0.01
0.01 0.01 -0.01
0.01 -0.01 0.00
0.00 -0.01 -0.01
-0.02 0.00 0.00
0.00 0.00 0.00
0.00 0.00 0.00
-0.08 -0.05 0.11
-0.09 0.00 0.11
-0.08 -0.02 0.28
0.04 0.05 0.06
0.01 0.00 0.00
-0.02 0.01 -0.03
-0.01 0.00 0.00
0.04 0.01 0.00
-0.05 -0.02 -0.03
0.01 0.01 -0.02
0.02 -0.01 0.12
-0.10 -0.08 -0.06
0.07 0.25 -0.17
0.00 0.00 -0.01
0.00 0.00 0.00
-0.02 0.01 0.00
0.02 0.00 -0.01
0.03 0.01 0.00
0.03 -0.05 0.01
-0.06 0.04 0.06
0.09 -0.03 0.01
0.05 -0.03 0.03
0.00 0.00 -0.02
-0.02 0.00 0.01
-0.06 0.08 -0.06
0.04 -0.04 0.01
-0.01 -0.10 -0.14
0.01 0.00 0.00
0.00 0.00 0.00
-0.01 0.01 0.00
0.00 0.01 0.01
-0.01 0.00 0.01
-0.01 0.00 0.01
-0.01 0.00 0.01
0.00 0.00 0.00
0.01 0.00 0.00
0.00 0.00 0.00
-0.01 0.02 -0.01
-0.01 0.01 -0.03
0.00 -0.01 -0.05
0.02 -0.01 -0.02
0.05 0.03 -0.29
-0.03 0.02 0.05
0.00 -0.04 0.05
0.03 0.04 -0.02
0.00 -0.07 -0.01
-0.08 0.11 -0.27
-0.05 0.00 0.08
-0.01 0.01 -0.03
0.09 -0.09 0.04

Total charge = -1
HOMO level = -4.831 eV
Molar mass = 1190.15 g/mol
Kohn-Sham gap = 6.11 eV
E_tot = -5360.04033 Ha
LUMO level = 1.276 eV

These are the Löwdin partial charges, in e, on atoms 1 to 99: 1.645, 0.025, -0.290, -0.113, -0.178, -0.166, -0.218, 0.021, 0.033, -0.210, -0.001, -0.062, -0.060, -0.174, -0.047, 0.056, 0.119, 0.098, 0.103, 0.102, 0.079, -0.244, 0.954, -0.381, 0.135, -0.207, -0.018, -0.085, -0.086, -0.017, -0.210, 0.136, -0.400, 1.010, -0.274, -0.712, -0.107, -0.092, -0.103, -0.724, -0.108, -0.114, -0.096, 0.045, 0.039, 0.027, 0.111, 0.100, 0.099, 0.112, 0.029, 0.034, 0.035, 0.046, 0.090, 0.075, 0.049, 0.077, 0.094, 0.072, 0.085, 0.059, 0.053, 0.076, 0.063, 0.035, 0.067, 0.084, 0.057, 0.082, 0.072, 0.730, -0.595, -0.173, -0.638, 0.642, -0.182, -0.042, -0.065, -0.156, 0.135, -0.143, -0.451, -0.377, 0.107, 0.081, 0.095, 0.094, -0.081, -0.314, -0.296, 0.857, -0.314, -0.302, -0.066, -0.323, -0.261, -0.058, 0.074

=====

What did the third record say?
The following is a quantum chemistry calculation of an isolated ion of composition C3H9N4 and charge +1, from the OMol25 dataset.

Positions of all 16 atoms, in Å:
H1 -2.7819 1.7501 0.4075
N1 -2.3558 1.2059 -0.4238
N2 -1.7788 0.2233 -0.0353
C1 -0.8540 -0.6046 -0.0536
N3 -0.9375 -1.9317 0.1702
C2 0.8484 -0.0696 0.1696
C3 0.8775 1.4076 0.4269
N4 1.3386 -0.4563 -1.0488
H2 -0.1509 -2.3950 0.5467
H3 -1.7294 -2.6567 0.0349
H4 1.1156 -0.8612 0.9435
H5 1.8871 1.5842 0.8102
H6 0.3735 1.6824 1.3956
H7 0.5715 1.9713 -0.4532
H8 1.4233 0.3060 -1.7207
H9 2.1528 -1.1559 -1.1699

Forces on the atoms, in the same order (eV/Å):
0.55 -1.03 -1.15
-0.92 1.25 0.45
-0.45 1.17 0.33
1.71 -2.42 2.13
-2.33 -1.25 -0.88
-2.18 -1.78 0.04
0.25 -0.55 2.67
3.05 -1.03 -2.08
1.03 -0.16 0.11
1.35 2.48 0.02
-0.14 1.71 -0.44
0.34 0.42 -0.98
-0.42 -0.20 -1.29
0.18 0.20 0.27
0.08 -0.42 0.15
-2.08 1.61 0.65

Total charge = +1
HOMO level = -13.838 eV
Molar mass = 101.13 g/mol
Kohn-Sham gap = 8.86 eV
E_tot = -338.36509 Ha
SMILES = [H]/N=N/C(=[NH2+])[C@H](C)N
LUMO level = -4.978 eV

Here is what Löwdin gives for the atomic charges, in e: 0.150, 0.216, 0.027, -0.214, 0.147, -0.326, -0.053, 0.046, 0.083, 0.183, 0.163, 0.099, 0.110, 0.094, 0.108, 0.165